[1]
18
Properties=species:S:1:pos:R:3:forces:R:3 method="wB97M-V/def2-TZVPD" homo_lumo_gap_ev=10.88 e_lumo_ev=1.2 e_above_lowest_kj_mol=58.9 smiles=CC[C@@H](C)OC homo_energy_ev=-9.71
C -1.141 -1.962 0.383 0.1 -0.1 0.0
C -1.334 -0.460 0.197 0.0 0.1 -0.1
C -0.063 0.260 -0.287 -0.6 0.3 0.5
C -0.321 1.757 -0.499 0.1 0.1 -0.1
O 0.919 0.044 0.712 0.0 0.1 -0.1
C 2.207 0.296 0.213 0.3 0.3 0.5
H -0.829 -2.424 -0.561 0.0 0.0 0.1
H -0.367 -2.164 1.129 -0.1 0.0 -0.1
H -2.066 -2.451 0.708 0.1 0.1 -0.1
H -1.680 -0.017 1.150 0.3 0.0 -0.4
H -2.135 -0.268 -0.526 0.1 -0.1 0.0
H 0.354 -0.155 -1.228 -0.6 -0.1 0.2
H -1.171 1.915 -1.171 0.1 -0.1 0.1
H 0.549 2.240 -0.955 -0.1 0.0 0.1
H -0.536 2.277 0.444 0.0 -0.3 -0.1
H 2.908 -0.040 0.991 -0.1 -0.1 -0.5
H 2.322 -0.221 -0.749 0.4 -0.1 0.2
H 2.383 1.372 0.049 0.0 -0.2 0.0



[2]
18
Properties=species:S:1:pos:R:3:forces:R:3 method="wB97M-V/def2-TZVPD" homo_lumo_gap_ev=9.91 e_lumo_ev=0.8 e_above_lowest_kj_mol=132.9 smiles="C=CO.CCC" homo_energy_ev=-9.10
C -0.332 -0.499 -1.202 0.5 -0.4 -0.2
C 0.058 0.662 -2.099 0.0 0.5 -0.1
C 1.228 1.504 -1.558 -0.6 0.0 0.8
H 0.552 -1.117 -1.013 -0.1 0.0 0.0
H -1.058 -1.144 -1.697 -0.2 0.0 0.1
H -0.700 -0.204 -0.223 -0.2 0.2 0.0
H -0.801 1.317 -2.265 -0.1 0.0 0.1
H 0.309 0.303 -3.099 0.1 -0.2 0.0
H 0.894 2.517 -1.326 0.2 0.2 -0.5
H 1.535 1.158 -0.566 0.2 -0.3 -0.2
H 2.086 1.501 -2.223 0.1 0.2 0.0
C 0.180 -0.149 2.404 0.5 0.6 0.5
C -0.874 -0.913 2.642 0.3 -0.1 -0.7
O -1.007 -2.092 1.965 0.2 -0.1 -0.1
H 0.326 0.804 2.892 -0.5 0.0 0.2
H 1.037 -0.396 1.794 -0.3 -0.5 -0.3
H -1.705 -0.630 3.274 0.1 0.1 0.1
H -1.727 -2.620 2.300 -0.3 0.0 0.2



[3]
18
Properties=species:S:1:pos:R:3:forces:R:3 method="wB97M-V/def2-TZVPD" homo_lumo_gap_ev=11.08 e_lumo_ev=1.0 e_above_lowest_kj_mol=26.8 smiles=CCC(C)(C)O homo_energy_ev=-10.11
C 1.889 -0.393 -0.856 0.0 0.1 -0.1
C 0.772 -0.703 0.161 -0.1 0.1 -0.1
C -0.547 0.130 -0.009 0.1 -0.2 0.3
C -1.715 -0.742 0.448 0.0 0.0 0.1
C -0.466 1.426 0.809 0.1 0.0 0.0
O -0.809 0.436 -1.374 0.1 0.0 -0.1
H 2.323 -1.310 -1.268 0.0 0.2 0.2
H 2.695 0.223 -0.443 -0.2 -0.2 0.0
H 1.508 0.140 -1.737 0.3 -0.1 0.1
H 1.136 -0.534 1.184 -0.1 -0.1 -0.2
H 0.519 -1.771 0.106 0.0 0.3 -0.1
H -1.505 -1.151 1.441 -0.1 0.0 -0.1
H -1.830 -1.573 -0.255 0.0 0.1 0.1
H -2.662 -0.193 0.497 0.2 0.0 -0.1
H -0.374 1.195 1.876 0.0 0.0 -0.1
H -1.356 2.051 0.672 0.1 -0.2 -0.1
H 0.409 2.016 0.511 -0.1 -0.1 0.0
H 0.015 0.753 -1.762 -0.3 0.1 0.0



[4]
18
Properties=species:S:1:pos:R:3:forces:R:3 method="wB97M-V/def2-TZVPD" homo_lumo_gap_ev=9.19 e_lumo_ev=0.9 e_above_lowest_kj_mol=340.7 smiles=CCC(C)(C)O homo_energy_ev=-8.26
C -1.335 -1.135 -0.941 0.3 0.1 -0.1
C -0.745 0.199 -0.468 1.2 0.7 -1.6
C 0.790 0.068 0.358 -5.0 0.6 -1.5
C 1.471 1.439 0.161 -0.5 -0.1 0.4
C -0.280 -0.362 1.511 1.8 -0.4 1.4
O 1.521 -0.881 -0.391 -0.4 -0.1 0.4
H -0.512 -1.820 -1.157 -0.2 -0.1 -0.1
H -1.895 -0.964 -1.867 0.1 -0.1 0.1
H -2.017 -1.638 -0.237 0.3 0.4 -0.1
H -1.562 0.844 -0.068 1.2 -0.2 0.0
H -0.275 0.714 -1.270 -0.5 0.6 -1.9
H 0.905 2.196 0.697 0.0 0.2 0.0
H 1.421 1.691 -0.924 -0.1 -0.2 0.5
H 2.537 1.551 0.429 -0.5 -0.6 0.2
H -1.414 -0.424 1.408 1.6 0.2 -0.6
H -0.161 0.393 2.268 0.3 -0.2 1.0
H -0.021 -1.365 1.788 0.5 -0.4 1.0
H 1.571 -0.503 -1.297 0.0 -0.4 0.7



[5]
18
Properties=species:S:1:pos:R:3:forces:R:3 method="wB97M-V/def2-TZVPD" total_charge=+1 multiplicity=2 homo_lumo_gap_ev="7.74 / 6.14" e_lumo_ev="-7.6 / -9.2" e_above_lowest_kj_mol=707.6 s2=1.20 homo_energy_ev="-15.34 / -15.33"
C 1.280 1.348 -0.189 -1.2 1.6 -4.4
O 2.247 0.334 -0.452 -1.8 3.0 3.2
C 0.126 1.020 0.806 2.3 -2.6 -0.2
C -0.060 -0.524 0.884 -1.5 1.6 0.9
C -0.310 -1.250 -0.404 -1.9 -1.5 0.1
C -1.657 -0.968 -1.115 0.0 1.1 -0.2
H 1.657 2.353 0.210 0.5 -1.2 -0.4
H 0.728 1.718 -1.222 1.6 -1.4 2.0
H 2.084 0.775 1.443 0.6 -1.1 -1.0
H 0.451 1.290 1.822 -0.1 0.7 0.3
H -0.705 1.549 0.414 -0.9 0.7 0.2
H 0.811 -1.012 1.233 1.1 0.0 1.1
H -0.810 -0.481 1.760 0.5 -1.2 -1.6
H 0.608 -1.222 -1.091 -1.2 0.0 0.8
H -0.492 -2.315 -0.104 1.1 0.5 -0.3
H -1.886 0.117 -1.142 0.1 -0.4 0.0
H -2.581 -1.471 -0.708 1.3 0.3 -0.2
H -1.492 -1.260 -2.146 -0.5 -0.2 -0.2



[6]
19
Properties=species:S:1:pos:R:3:forces:R:3 method="wB97M-V/def2-TZVPD" total_charge=-1 multiplicity=2 homo_lumo_gap_ev="3.34 / 7.04" e_lumo_ev="3.5 / 3.3" e_above_lowest_kj_mol=250.2 s2=0.76 homo_energy_ev="0.19 / -3.70"
C 0.718 2.078 0.480 0.7 -0.3 -1.3
C -0.270 1.044 -0.139 2.9 4.4 -3.3
C -0.744 0.004 0.526 -0.5 -2.5 0.1
C -0.994 0.706 -2.566 3.0 1.6 -4.5
C -0.260 1.281 -1.613 1.0 0.5 3.1
H 1.853 1.959 0.024 -2.7 0.4 0.8
H 0.821 1.780 1.498 0.1 0.4 1.1
H 0.329 3.136 0.348 0.8 -1.1 0.3
H -0.570 -0.234 1.558 0.1 0.4 0.6
H -0.866 -0.840 -0.137 -0.9 -0.6 0.0
H -1.905 0.316 -2.557 -3.6 -2.1 1.0
H -0.763 0.932 -3.695 0.0 -0.1 2.1
H 0.546 2.020 -1.871 -0.7 -0.9 -0.1
H -2.397 -3.171 2.022 0.2 -3.4 2.0
H -1.458 -2.047 1.600 5.0 1.7 0.2
O -2.271 -2.394 1.595 -5.3 1.6 -2.2
H 3.105 -1.691 0.464 -0.3 0.0 0.1
H 2.080 -2.535 1.290 1.2 0.5 -0.4
O 3.046 -2.344 1.172 -0.9 -0.5 0.2



[7]
19
Properties=species:S:1:pos:R:3:forces:R:3 method="wB97M-V/def2-TZVPD" homo_lumo_gap_ev=8.91 e_lumo_ev=0.8 e_above_lowest_kj_mol=376.7 homo_energy_ev=-8.13
C -1.405 -0.628 1.325 -0.2 0.0 0.1
O -0.222 -0.409 0.580 0.1 -0.1 -0.1
C -0.333 0.588 -0.446 0.0 0.2 -0.1
C -0.512 1.979 0.146 0.0 0.0 0.0
C 0.932 0.499 -1.285 0.0 0.0 0.0
C 2.185 -2.559 -0.168 -0.3 0.2 0.1
O 0.904 -2.679 -0.391 0.2 0.0 0.1
H -1.658 0.239 1.947 0.0 -0.1 -0.1
H -1.219 -1.484 1.978 0.0 0.1 -0.1
H -2.252 -0.853 0.661 0.1 0.0 0.1
H -1.208 0.334 -1.066 0.1 0.0 0.1
H 0.337 2.226 0.794 -0.1 0.0 -0.1
H -1.433 2.071 0.728 0.1 0.0 -0.1
H -0.560 2.718 -0.660 0.0 -0.1 0.1
H 1.813 0.648 -0.651 -0.1 0.0 -0.1
H 0.927 1.274 -2.056 0.0 -0.1 0.1
H 1.024 -0.475 -1.777 0.0 0.2 0.1
H 2.298 -1.579 0.389 0.1 -0.2 -0.1
H 0.382 -1.909 -0.046 0.1 0.0 0.0



[8]
19
Properties=species:S:1:pos:R:3:forces:R:3 method="wB97M-V/def2-TZVPD" homo_lumo_gap_ev=10.10 e_lumo_ev=0.4 e_above_lowest_kj_mol=83.6 smiles="CCC(=O)CC.O" homo_energy_ev=-9.66
O 1.132 1.607 0.596 -2.8 -2.1 -1.4
C 0.288 0.867 0.021 2.4 1.9 1.3
C 2.107 0.382 -1.745 0.2 -0.2 0.9
C -1.584 1.818 1.466 -0.8 0.1 0.3
C 0.730 0.015 -1.152 -0.1 0.0 -0.8
C -1.201 0.834 0.387 1.3 0.2 -0.7
H 2.187 1.464 -1.948 -0.1 -0.5 0.2
H 2.363 -0.169 -2.665 -0.4 0.1 0.4
H 2.836 0.117 -0.961 0.1 0.4 -0.5
H -2.679 1.710 1.534 0.3 0.4 0.4
H -1.348 2.864 1.206 0.0 -0.5 0.0
H -1.146 1.593 2.453 -0.1 0.0 -0.5
H -0.003 0.065 -1.981 -0.1 -0.1 0.6
H 0.703 -1.012 -0.740 0.1 0.2 -0.5
H -1.615 1.142 -0.592 -0.4 -0.2 0.4
H -1.557 -0.193 0.595 0.3 0.4 -0.2
O -0.737 -4.589 1.211 1.0 0.7 -0.1
H -0.375 -3.938 1.854 -0.3 -0.7 -0.7
H -0.099 -4.577 0.461 -0.7 0.0 0.8



[9]
19
Properties=species:S:1:pos:R:3:forces:R:3 method="wB97M-V/def2-TZVPD" homo_lumo_gap_ev=10.92 e_lumo_ev=0.9 e_above_lowest_kj_mol=95.1 smiles=C[C@@H](O)C[C@@H](C)O homo_energy_ev=-10.00
C -1.228 -0.623 -0.651 0.1 -0.6 0.8
C 1.033 -0.155 0.537 0.7 -0.8 2.2
C -0.332 -0.800 0.649 -1.0 0.7 -1.5
C -1.070 0.634 -1.487 0.0 0.2 0.0
C 1.080 1.327 0.876 0.2 0.2 -0.1
O -1.055 -1.758 -1.494 0.3 -0.2 -0.2
O 1.856 -0.870 1.553 -0.1 0.6 -0.7
H -0.131 -1.784 -1.793 -0.4 0.0 0.1
H 1.501 -0.668 2.436 0.0 0.0 -0.6
H -2.264 -0.673 -0.299 0.1 -0.1 -0.2
H 1.513 -0.361 -0.423 0.1 -0.1 0.2
H -0.229 -1.878 0.820 0.0 0.3 -0.1
H -0.871 -0.377 1.504 0.1 0.0 0.0
H -1.779 0.619 -2.322 0.0 -0.1 0.2
H -1.264 1.535 -0.901 0.1 0.0 -0.1
H -0.074 0.696 -1.938 0.0 0.1 0.2
H 0.490 1.547 1.773 -0.1 -0.1 -0.1
H 0.717 1.955 0.061 0.0 0.0 0.1
H 2.107 1.635 1.098 -0.1 -0.2 -0.2



[10]
19
Properties=species:S:1:pos:R:3:forces:R:3 method="wB97M-V/def2-TZVPD" homo_lumo_gap_ev=9.46 e_lumo_ev=0.6 e_above_lowest_kj_mol=443.3 homo_energy_ev=-8.90
C 0.262 -0.721 1.981 -0.4 0.1 -0.2
O -0.310 -0.569 0.818 0.3 -0.1 0.4
C 0.491 0.122 -0.198 0.1 0.1 -0.2
C 1.350 -0.908 -0.906 0.0 0.0 0.0
C -0.481 0.842 -1.119 0.0 0.0 0.0
C -1.297 1.933 -0.427 0.3 0.2 -0.3
O -2.321 1.429 0.402 0.0 -0.2 0.2
H 1.361 -2.422 1.761 0.1 -0.2 0.0
H 1.022 -3.062 1.573 0.1 -0.1 0.0
H -0.498 -1.315 2.547 0.1 0.1 0.0
H 1.119 0.831 0.353 -0.1 -0.1 -0.1
H 0.730 -1.705 -1.330 0.1 0.1 0.1
H 2.072 -1.354 -0.215 -0.1 0.1 -0.1
H 1.906 -0.431 -1.720 -0.1 -0.1 0.1
H -1.162 0.111 -1.573 0.1 0.1 0.0
H 0.108 1.289 -1.930 -0.1 0.0 0.1
H -0.613 2.594 0.133 -0.1 -0.1 0.0
H -1.796 2.549 -1.180 0.1 -0.1 0.1
H -1.935 0.734 0.948 -0.2 0.1 -0.1